# 1
DFT (ωB97M-V/def2-TZVPD) results for one molecule with the formula C23H21ClN4O3S at a distorted geometry.

```
53
Properties=species:S:1:pos:R:3:nbo_charge:R:1
H -3.80680 -1.41420 -2.11883 0.211
H -6.21778 1.78456 -0.63804 0.221
H 2.56509 2.41671 -2.94564 0.216
H 5.30807 -1.16381 1.31301 0.252
H -2.52082 0.41842 3.66254 0.212
O 4.32363 -2.92758 0.39508 -0.611
H -6.00124 -0.30707 -1.93303 0.219
H -4.23598 2.76653 0.45955 0.231
H 1.34694 3.16470 -0.23292 0.163
C -4.15241 1.85356 -0.10799 -0.224
N -0.44421 -0.22526 -1.67879 -0.255
C -2.94075 -0.26784 2.95491 0.103
Cl -1.54660 1.90378 0.57512 0.033
H 6.30376 0.80029 2.42996 0.212
H 3.40060 3.36172 -1.71024 0.211
C 2.42499 3.10940 -2.11983 -0.639
C 2.49947 -3.25604 -1.11521 -0.602
C -2.09619 -2.63380 0.41789 -0.253
H -5.11558 -0.17521 3.07247 0.232
C -1.49548 -0.63624 -1.03125 0.306
H 0.57999 2.17495 -1.50196 0.220
C 3.43143 -2.41173 -0.24424 0.664
C 1.53604 2.46798 -1.05990 -0.065
C 4.86416 2.16865 1.63748 -0.215
H 1.95325 4.01406 -2.49336 0.213
C -4.22562 -0.58137 2.63923 -0.317
C -4.14683 -1.55579 1.61560 -0.285
C 0.05547 -2.10548 -0.78631 0.186
S 0.89453 -3.54423 -0.30077 0.278
N 0.52618 -1.14029 -1.53401 -0.353
C -3.90952 -0.50129 -1.55091 -0.122
H 2.93438 -4.24641 -1.24534 0.256
H -1.45372 -3.35120 0.94097 0.241
H 2.29085 -2.78678 -2.07493 0.258
O -2.08331 -0.97687 2.20769 -0.398
N -1.23875 -1.85024 -0.44056 -0.360
C -5.13808 0.12277 -1.44851 -0.233
H 3.31116 3.31023 0.72284 0.215
O 2.05960 1.24894 -0.57790 -0.512
C -5.25877 1.29732 -0.72403 -0.188
C 4.87561 -0.18579 1.18505 -0.236
H 5.29175 3.03296 2.12351 0.210
C -2.81704 -1.75923 1.38951 0.254
H -2.82837 -3.18550 -0.18057 0.226
C 3.74111 2.32743 0.83852 -0.289
C -2.92084 1.22875 -0.21667 0.003
H -4.96326 -2.03480 1.11606 0.230
C 5.42912 0.92076 1.80959 -0.231
C 3.75457 -0.04235 0.38417 0.165
H 2.33440 -0.80424 -0.85932 0.456
C 3.17562 1.23254 0.20570 0.271
C -2.78755 0.04171 -0.93350 -0.131
N 3.13370 -1.09811 -0.29188 -0.649
```

Output
* gap between HOMO and LUMO: 8.267 eV
* F_max: 0.024 hartree/bohr
* HOMO energy: -7.772 eV
* SMILES: CCOc1ccccc1NC(=O)CSc1nnc(-c2ccccc2Cl)n1Cc1ccco1
* energy above the lowest of the compared OMol25 structures with the same formula, charge and spin: 1.0 kcal/mol
* LUMO level: 0.5 eV

# 2
DFT (ωB97M-V/def2-TZVPD) results for one molecule with the formula C10H22P2 at a distorted geometry.

```
34
Properties=species:S:1:pos:R:3:nbo_charge:R:1
H -3.80951 -0.50736 2.00199 0.214
H -3.10902 2.06861 -0.79337 0.209
C -2.89704 0.18844 0.09774 0.023
C -4.04086 -0.28522 -0.76486 -0.657
H -0.26452 1.02501 0.90908 -0.023
H 3.48957 -0.09867 -2.06416 0.212
H -3.64332 1.24960 1.56791 0.205
H -0.72429 -3.01517 -0.55315 -0.093
C 3.05889 -0.74246 1.39696 -0.628
C -1.48523 -0.96020 -0.03651 -0.656
H -1.50836 1.37696 -1.14280 0.219
H -3.73738 -0.32084 -1.79062 0.217
C -2.28137 1.48095 -0.40580 -0.632
H 0.86463 -0.09916 -1.18455 0.230
H 2.40789 -0.29278 2.17832 0.216
H 2.99598 1.72250 -0.80343 0.210
H 4.60477 -0.26937 -0.86149 0.206
P -1.90863 -2.42756 -0.88047 0.387
H 2.03528 1.84125 0.67605 0.212
C 1.23326 -0.63115 -0.22744 -0.730
H 4.06971 -0.57862 1.88238 0.223
P -0.03947 -0.46969 1.00693 0.609
C 2.87893 1.29570 0.14404 -0.596
H -1.90301 2.03795 0.36260 0.205
C -3.17788 0.33386 1.59701 -0.629
H 1.14961 -1.69336 -0.53164 0.241
H -2.12922 0.23690 1.95261 0.219
H 3.90169 1.46705 0.64379 0.216
C 2.67382 -0.17576 0.08588 -0.102
C 3.58965 -0.65288 -1.08759 -0.603
H 3.69793 -1.69812 -1.26072 0.214
H 3.01683 -1.85674 1.59435 0.221
H -4.30242 -1.33880 -0.69224 0.224
H -4.93559 0.24181 -0.62653 0.218
```

Output
* 2S+1: 3
* gap between HOMO and LUMO (alpha / beta): 6.906 / 6.874 eV
* F_max: 0.104 hartree/bohr
* HOMO energy (alpha / beta): -6.170 / -9.004 eV
* LUMO level (alpha / beta): 0.7 / -2.1 eV

# 3
DFT (ωB97M-V/def2-TZVPD) results for one molecule with the formula C4H10O2.

```
16
Properties=species:S:1:pos:R:3:nbo_charge:R:1
H 1.62806 -0.20532 -1.15012 0.154
C -0.30187 -0.52775 -0.24603 -0.079
C -1.11199 -1.38402 1.80436 -0.242
H -0.37687 -1.41650 -0.89308 0.175
H 1.12541 0.62980 1.15590 0.486
H 0.83502 1.35465 -2.72685 0.212
H -1.97351 -0.70728 1.69841 0.169
H 0.55424 2.42699 -1.34728 0.239
C 0.33165 1.43956 -1.76126 -0.633
H -1.27389 -0.01085 -0.26852 0.161
H -0.82070 -1.42334 2.85678 0.195
O -0.00283 -0.91157 1.08073 -0.559
C 0.82182 0.41617 -0.72587 0.076
H -0.75035 1.39039 -1.92820 0.202
H -1.41301 -2.38857 1.47544 0.170
O 1.32128 1.15637 0.36793 -0.725
```

Output
* gap between HOMO and LUMO: 10.948 eV
* F_max: 0.006 hartree/bohr
* HOMO energy: -9.959 eV
* SMILES: COC[C@@H](C)O
* energy above the lowest of the compared OMol25 structures with the same formula, charge and spin: 28.6 kcal/mol
* LUMO level: 1.0 eV

# 4
DFT (ωB97M-V/def2-TZVPD) results for C14H13Cl5ReSSe2Te as an isolated structure.

```
37
Properties=species:S:1:pos:R:3:nbo_charge:R:1
Cl 4.01386 2.83691 -3.45498 0.138
H -2.36838 1.42412 -0.98437 0.271
C 1.08472 1.83752 -0.89876 -0.351
C -1.81234 -2.08916 0.67566 -0.577
C 2.69340 2.97216 -2.39193 -0.097
C 1.01654 -0.39997 2.94285 -0.611
C -0.62781 0.15381 4.67210 -0.369
H 0.03119 -4.04515 -3.03843 0.266
H -1.25263 0.66764 5.38530 0.270
C 0.42740 -3.04832 -2.86098 -0.760
C -2.50500 0.35389 -0.85248 -0.785
Se 0.46577 -2.78312 -0.92809 0.458
Cl 0.29465 5.74807 -0.80157 0.138
C 0.51776 3.07154 -0.59130 -0.072
Se -1.37004 -0.17261 0.64756 0.616
H -1.09699 -1.92883 5.02820 0.257
H -3.53244 0.14287 -0.56258 0.266
H -1.97362 -2.45415 -1.46735 0.239
C 2.09210 4.19916 -2.07073 -0.047
C 2.14400 1.86899 -1.78357 -0.056
H 1.45650 -3.00103 -3.20897 0.260
C -1.46590 -2.84350 -0.58644 -0.561
C 0.41663 -1.52352 3.47239 -0.266
Cl 2.68798 5.62481 -2.77584 0.160
H -0.18229 -2.29167 -3.34750 0.235
H -2.88583 -2.12812 0.87164 0.272
C 1.00935 4.24662 -1.17559 -0.078
S 0.42564 1.04202 3.66970 0.540
Cl -0.79181 3.15968 0.52316 0.075
H -1.72170 -3.89759 -0.47432 0.274
H -1.29482 -2.47623 1.55360 0.260
Re 0.88005 -0.19719 -0.54461 0.626
H -2.24240 -0.18413 -1.75932 0.226
H 0.68466 -2.53338 3.19475 0.244
Cl 2.80719 0.22151 -2.05321 0.169
Te 2.50918 -0.37452 1.50977 0.632
C -0.53459 -1.19917 4.46626 -0.261
```

Output
* 2S+1: 4
* total charge: +2
* gap between HOMO and LUMO (alpha / beta): 5.909 / 6.012 eV
* F_max: 0.008 hartree/bohr
* HOMO energy (alpha / beta): -14.435 / -14.580 eV
* energy above the lowest of the compared OMol25 structures with the same formula, charge and spin: 0.0 kcal/mol
* LUMO level (alpha / beta): -8.5 / -8.6 eV

# 5
DFT (ωB97M-V/def2-TZVPD) results for a 2-piece molecular cluster, C4H12 overall at a distorted geometry.

```
16
Properties=species:S:1:pos:R:3:nbo_charge:R:1
H 1.15861 -1.37053 -0.02880 0.271
H -0.53244 2.78707 -0.03605 0.258
H -1.79443 -1.17350 0.15545 0.365
C 1.16560 1.52898 0.51051 -0.637
C 0.29950 -1.47667 -0.66980 -0.548
C -0.97263 -1.88340 -0.03744 -0.567
H 1.69358 1.02689 -0.35952 0.207
H -0.79766 1.16463 -0.57825 0.187
H 1.66108 2.47147 0.66996 0.255
H 1.22003 0.95228 1.45267 0.232
H -0.97890 1.71582 1.09985 0.255
H -0.77563 -2.17904 1.01207 0.317
C -0.27019 1.73859 0.17948 -0.619
H 0.49637 -2.11677 -1.56061 0.305
H -1.52594 -2.66267 -0.62117 0.322
H -0.04693 -0.52313 -1.18836 0.396
```

Output
* 2S+1: 2
* total charge: +1
* gap between HOMO and LUMO (alpha / beta): 12.445 / 4.060 eV
* F_max: 0.068 hartree/bohr
* HOMO energy (alpha / beta): -15.650 / -15.227 eV
* energy above the lowest of the compared OMol25 structures with the same formula, charge and spin: 18.0 kcal/mol
* LUMO level (alpha / beta): -3.2 / -11.2 eV

# 6
DFT (ωB97M-V/def2-TZVPD) results for a 2-piece molecular cluster, C6H15NO overall at a distorted geometry.

```
23
Properties=species:S:1:pos:R:3:nbo_charge:R:1
H 1.22061 3.20581 -2.19763 0.194
C -0.66270 0.53477 -1.04054 -0.460
H -0.60817 0.82750 2.97205 0.193
H -1.12938 -2.02567 -0.21580 0.204
H -0.06300 -0.19626 -1.58601 0.219
H 0.53013 1.93229 -3.29380 0.195
H -2.62280 -1.26101 0.44530 0.218
C 0.58471 2.32664 -2.28711 -0.399
H -1.28102 -1.82789 1.38642 0.210
C -1.54447 -1.27662 0.47276 -0.616
H -1.59290 0.55334 -1.63070 0.210
H 0.09510 2.48217 -0.27441 0.197
C -0.87045 0.07724 0.40188 -0.051
H 0.15587 -0.03706 0.77773 0.181
H -1.49869 2.33421 2.87403 0.203
H -2.05022 1.72079 0.55664 0.363
C 0.01493 1.88299 -1.17747 -0.177
H 4.94480 -4.73391 -0.82937 0.469
N -1.58287 1.08659 1.18313 -0.644
O 4.82294 -5.54349 -0.30821 -0.938
H 0.05176 2.17099 2.02555 0.158
H 3.95643 -5.88359 -0.55848 0.469
C -0.87061 1.65017 2.30403 -0.401
```

Output
* gap between HOMO and LUMO: 9.471 eV
* F_max: 0.037 hartree/bohr
* HOMO energy: -8.621 eV
* SMILES: C=CC[C@H](C)NC.O
* energy above the lowest of the compared OMol25 structures with the same formula, charge and spin: 51.8 kcal/mol
* LUMO level: 0.8 eV

- What is the F_max in the fifth record?
  0.068 hartree/bohr